## i
The molecule C5H10O4, computed with the ωB97M-V functional and the def2-TZVPD basis.

Each line ends with the Mulliken charge.
Geometry (Å):
C1 1.02 -1.55 -0.55  -1.6301
C2 0.52 2.13 0.47  -1.3703
C3 0.49 -0.41 0.29  1.3031
C4 0.35 0.88 -0.31  -0.0673
O1 1.05 -0.36 1.59  -0.5787
H1 0.92 -1.22 2.01  0.3815
H2 0.44 0.93 -1.39  0.4279
H3 2.11 -1.54 -0.58  0.4173
H4 0.62 -1.48 -1.57  0.3463
H5 0.68 -2.50 -0.14  0.3709
H6 1.59 2.27 0.65  0.3733
H7 0.12 2.99 -0.06  0.3849
H8 0.05 2.04 1.45  0.2941
C5 -1.24 -0.60 0.49  0.0265
O2 -1.63 0.73 -0.50  -0.3522
O3 -1.79 0.19 -1.83  -0.3301
O4 -1.75 -1.64 0.10  -0.6889
H9 -2.13 -0.70 -1.60  0.3351
H10 -1.42 -0.15 1.48  0.3566

Frontier orbital gap   8.525 eV
Lowest unoccupied orbital energy   -0.068 eV

## ii
A cluster of 2 separate species, C5H10O4 in total, computed with the ωB97M-V functional and the def2-TZVPD basis.

Each line ends with the Mulliken charge.
Geometry (Å):
C1 -1.52 0.75 1.03  -1.3595
C2 -0.83 0.61 -0.29  0.8815
C3 -1.65 0.02 -1.40  -1.2379
C4 0.44 1.05 -0.44  -0.5079
O1 1.15 1.02 -1.60  -0.5555
H1 -2.15 1.65 1.04  0.3569
H2 -2.15 -0.12 1.24  0.3370
H3 -0.80 0.83 1.85  0.3282
H4 -2.20 -0.86 -1.06  0.3100
H5 -1.05 -0.28 -2.26  0.3191
H6 -2.38 0.76 -1.75  0.3094
H7 0.94 1.66 0.31  0.5047
H8 1.08 0.12 -1.96  0.3214
O2 1.69 -0.61 2.03  -0.5568
C5 1.82 -1.09 0.92  0.7092
O3 0.91 -1.91 0.35  -0.4532
O4 2.97 -1.13 0.24  -0.4304
H9 0.16 -1.90 0.98  0.3624
H10 3.58 -0.58 0.76  0.3612

Frontier orbital gap   9.046 eV
SMILES   CC(C)=CO.O=C(O)O
Lowest unoccupied orbital energy   0.535 eV

Quick one: most stable of them? ii

## i
A cluster of 2 separate species, C5H10O4 in total, computed with the ωB97M-V functional and the def2-TZVPD basis.

Each line ends with the Mulliken charge.
Geometry (Å):
O1 -2.66 1.14 0.90  -0.5153
C1 -1.82 1.06 0.11  -0.0059
C2 -0.33 1.05 0.37  -0.6219
C3 0.15 -0.38 0.02  -0.4844
C4 1.20 -0.36 -1.15  -0.4138
C5 2.58 -0.65 -0.58  0.3896
O2 3.39 -1.50 -0.87  -0.5960
O3 2.88 0.36 0.16  -0.3672
H1 -2.01 1.22 -0.97  0.3171
H2 0.00 1.38 1.32  0.4359
H3 0.18 1.85 -0.26  0.2876
H4 -0.57 -1.26 -0.16  0.4864
H5 0.87 -0.69 0.88  0.2178
H6 1.37 0.63 -1.63  0.3021
H7 0.82 -1.16 -1.90  0.2548
H8 3.74 0.37 0.57  0.3117
O4 -3.17 -1.29 0.76  -0.6525
H9 -3.56 -0.45 0.66  0.3301
H10 -3.07 -1.32 1.77  0.3241

Frontier orbital gap   10.524 eV
SMILES   O=CCCCC(=O)O.O
Lowest unoccupied orbital energy   0.510 eV

## ii
A cluster of 2 separate species, C5H10O4 in total, computed with the ωB97M-V functional and the def2-TZVPD basis.

Each line ends with the Mulliken charge.
Geometry (Å):
C1 1.43 -1.01 0.42  -1.4048
C2 0.12 -0.37 0.07  1.2142
C3 -0.60 0.28 1.22  0.4710
O1 -0.54 -0.18 2.34  -0.6300
C4 -1.47 1.49 0.95  -0.4644
O2 -2.10 1.93 2.12  -0.5507
C5 -0.74 -1.00 -0.96  -0.5886
O3 -0.17 0.27 -1.22  -0.6068
H1 1.30 -1.75 1.21  0.3673
H2 1.85 -1.54 -0.45  0.3265
H3 2.14 -0.26 0.77  0.3311
H4 -0.82 2.27 0.53  0.3013
H5 -2.21 1.25 0.18  0.2817
H6 -1.81 1.35 2.84  0.3703
H7 -0.31 -1.83 -1.54  0.2719
H8 -1.83 -1.00 -0.84  0.2613
O4 2.18 0.35 -2.57  -0.6577
H9 1.21 0.32 -2.30  0.4181
H10 2.40 -0.56 -2.77  0.2885

Frontier orbital gap   11.150 eV
SMILES   C[C@]1(C(=O)CO)CO1.O
Lowest unoccupied orbital energy   0.556 eV

Quick one: most stable of them? ii

## i
A cluster of 2 separate species, C3H13N2O in total, computed with the ωB97M-V functional and the def2-TZVPD basis.

Each line ends with the Mulliken charge.
Geometry (Å):
C1 0.21 -0.64 1.90  -1.1556
C2 0.57 0.81 1.50  -0.2500
N1 2.05 0.96 1.82  -0.3895
H1 -0.86 -0.85 1.80  0.3273
H2 0.78 -1.41 1.32  0.3411
H3 0.46 -0.78 2.96  0.4394
H4 0.51 1.08 0.48  0.2983
H5 -0.02 1.52 2.06  0.2852
H6 2.30 0.54 2.72  0.3503
H7 2.33 1.97 1.88  0.3739
H8 2.70 0.54 1.12  0.3656
N2 -1.87 -1.17 -1.58  -0.5693
C3 -0.95 -0.43 -2.41  -0.1165
O1 -1.67 0.35 -3.44  -0.5336
H9 -2.44 -0.43 -1.17  0.2426
H10 -2.52 -1.75 -2.10  0.2664
H11 -0.30 0.20 -1.79  0.0964
H12 -0.31 -1.14 -3.03  0.3250
H13 -0.96 0.64 -4.07  0.3031

Frontier orbital gap   8.877 eV
Charge   +1
Lowest unoccupied orbital energy   -3.937 eV

## ii
A cluster of 2 separate species, C3H13N2O in total, computed with the ωB97M-V functional and the def2-TZVPD basis.

Each line ends with the Mulliken charge.
Geometry (Å):
N1 1.23 0.54 0.24  -0.2606
C1 0.45 0.37 -1.05  0.1787
C2 0.14 1.71 -1.64  -1.5633
C3 -0.89 -0.36 -0.64  -0.5102
N2 -1.20 -0.09 0.74  -0.5477
H1 0.59 0.26 1.01  0.3238
H2 1.45 1.52 0.42  0.3583
H3 2.11 0.03 0.24  0.3460
H4 1.04 -0.33 -1.63  0.3141
H5 -0.43 1.59 -2.55  0.3786
H6 1.01 2.31 -1.88  0.4158
H7 -0.45 2.30 -0.93  0.4516
H8 -1.64 0.00 -1.33  0.4024
H9 -0.77 -1.40 -0.82  0.3417
H10 -2.06 0.38 0.94  0.2091
H11 -1.13 -0.86 1.39  0.1685
H12 -0.62 -2.77 2.51  0.3174
H13 0.97 -2.89 2.59  0.3049
O1 0.22 -2.32 2.39  -0.6292

Frontier orbital gap   11.057 eV
Charge   +1
Lowest unoccupied orbital energy   -3.041 eV

Quick one: most stable of them? ii

## i
A structure of composition C18H23KO9PS, computed with the ωB97M-V functional and the def2-TZVPD basis.

Each line ends with the Mulliken charge.
Geometry (Å):
K1 -1.09 -0.81 -0.32  1.0168
O1 1.47 -0.24 -0.09  -0.3237
C1 1.89 1.13 -0.10  2.3132
C2 0.66 2.06 -0.27  -0.2712
O2 0.94 3.26 -0.24  -0.6933
O3 -0.45 1.50 -0.43  -0.6363
C3 2.84 1.30 -1.29  -0.2131
C4 2.35 1.73 -2.52  -0.5262
C5 3.18 1.78 -3.63  -0.8204
C6 4.51 1.40 -3.54  -0.3877
C7 5.01 0.97 -2.32  -0.7768
C8 4.17 0.93 -1.20  -0.0608
C9 2.59 1.44 1.24  -0.5478
C10 3.30 2.64 1.41  -0.0813
C11 3.91 2.92 2.62  -0.8369
C12 3.83 2.03 3.68  -0.3384
C13 3.13 0.85 3.52  -0.8253
C14 2.52 0.56 2.31  -0.2931
H1 2.23 -0.83 -0.17  0.3516
H2 1.32 2.04 -2.62  0.4105
H3 2.78 2.13 -4.58  0.3814
H4 5.16 1.45 -4.41  0.3836
H5 6.05 0.68 -2.23  0.3735
H6 4.59 0.60 -0.25  0.3870
H7 3.34 3.34 0.60  0.4626
H8 4.45 3.86 2.73  0.3663
H9 4.31 2.26 4.63  0.3755
H10 3.06 0.14 4.34  0.3960
H11 1.96 -0.36 2.20  0.4438
C15 -5.71 -1.67 -0.55  -0.4110
O4 -5.63 -0.29 -0.10  -0.2874
P1 -4.22 0.43 0.12  -0.3024
O5 -3.42 -0.65 1.12  0.1202
C16 -3.69 -0.51 2.51  -0.9025
O6 -3.37 -0.09 -1.19  0.2359
C17 -3.39 0.72 -2.37  -0.8026
H12 -6.75 -1.97 -0.44  0.3109
H13 -5.04 -2.30 0.04  0.1337
H14 -5.39 -1.73 -1.59  0.2048
H15 -3.65 -1.51 2.94  0.2613
H16 -4.69 -0.09 2.69  0.3505
H17 -2.94 0.13 2.98  0.2661
H18 -3.11 0.06 -3.19  0.2493
H19 -2.68 1.54 -2.28  0.2699
H20 -4.40 1.10 -2.55  0.3155
C18 -2.18 -4.43 1.20  -0.9363
S1 -1.81 -4.09 -0.50  1.0652
O7 -3.02 -3.46 -1.04  -0.6544
O8 -1.45 -5.36 -1.08  -0.6693
O9 -0.71 -3.11 -0.47  -0.7239
H21 -3.25 -4.54 1.33  0.2824
H22 -1.83 -3.62 1.84  0.2072
H23 -1.69 -5.35 1.52  0.3876

Frontier orbital gap   8.232 eV
Charge   -1
Lowest unoccupied orbital energy   2.308 eV

## ii
A structure of composition C18H23KO9PS, computed with the ωB97M-V functional and the def2-TZVPD basis.

Each line ends with the Mulliken charge.
Geometry (Å):
K1 -0.96 0.41 -0.40  1.2690
O1 1.34 -0.49 -0.70  -0.5599
C1 1.88 -0.52 0.62  2.5026
C2 0.64 -0.71 1.64  0.3826
O2 0.88 -0.47 2.81  -0.7430
O3 -0.41 -1.09 1.11  -0.8128
C3 2.68 -1.76 0.87  -0.8138
C4 2.41 -2.92 0.15  -0.3903
C5 3.06 -4.10 0.46  -0.8334
C6 3.99 -4.14 1.48  -0.3255
C7 4.25 -3.00 2.21  -0.9707
C8 3.61 -1.81 1.91  -0.1395
C9 2.61 0.78 0.85  -0.2315
C10 2.01 1.87 1.46  -0.6012
C11 2.67 3.09 1.53  -0.9287
C12 3.94 3.23 0.99  -0.3998
C13 4.55 2.15 0.39  -0.9050
C14 3.89 0.93 0.32  0.1457
H1 2.03 -0.11 -1.26  0.4873
H2 1.65 -2.89 -0.62  0.4074
H3 2.82 -5.00 -0.10  0.3821
H4 4.49 -5.08 1.72  0.3780
H5 4.96 -3.03 3.03  0.3702
H6 3.78 -0.92 2.49  0.4969
H7 1.03 1.76 1.90  0.5034
H8 2.18 3.93 2.00  0.4303
H9 4.44 4.19 1.05  0.3934
H10 5.53 2.26 -0.05  0.3759
H11 4.37 0.08 -0.15  0.4326
C15 -6.14 -1.69 -1.60  -0.5537
O4 -5.69 -0.52 -0.94  -0.2929
P1 -4.06 -0.21 -0.73  0.2576
O5 -3.55 -1.69 -0.28  -0.3102
C16 -3.58 -2.01 1.10  -0.6545
O6 -3.51 -0.48 -2.23  -0.2599
C17 -3.61 0.55 -3.20  -0.4234
H12 -7.23 -1.65 -1.61  0.2493
H13 -5.81 -2.59 -1.08  0.2130
H14 -5.77 -1.73 -2.63  0.2116
H15 -3.68 -3.10 1.17  0.2395
H16 -4.43 -1.54 1.60  0.3628
H17 -2.65 -1.71 1.58  0.1723
H18 -3.14 0.17 -4.11  0.2186
H19 -3.09 1.46 -2.88  0.1328
H20 -4.65 0.79 -3.41  0.3066
C18 -1.06 4.43 -0.54  -0.8353
S1 -1.36 2.95 -1.57  1.2265
O7 -1.84 3.42 -2.85  -0.7090
O8 -0.08 2.24 -1.63  -0.8042
O9 -2.35 2.15 -0.82  -0.8070
H21 -0.85 5.26 -1.20  0.3516
H22 -0.22 4.23 0.11  0.0825
H23 -1.96 4.62 0.03  0.3231

Frontier orbital gap   8.217 eV
Charge   -1
Lowest unoccupied orbital energy   2.575 eV

Quick one: most stable of them? i

## i
The molecule HNO3S, computed with the ωB97M-V functional and the def2-TZVPD basis.

Each line ends with the Mulliken charge.
Geometry (Å):
O1 3.65 -0.84 0.07  -0.4014
S1 2.51 0.00 0.02  0.9750
O2 2.50 1.44 0.01  -0.4081
N1 1.12 -0.69 -0.23  -0.1781
O3 0.12 0.13 -0.72  -0.3300
H1 -0.45 0.39 0.01  0.3427

Frontier orbital gap   10.108 eV
SMILES   O=S(=O)=NO
Lowest unoccupied orbital energy   -0.752 eV

## ii
The molecule HNO3S, computed with the ωB97M-V functional and the def2-TZVPD basis.

Each line ends with the Mulliken charge.
Geometry (Å):
N1 0.98 0.36 0.25  1.1025
O1 0.00 -0.47 -0.59  -0.3393
O2 0.62 0.69 1.30  -0.4561
O3 1.96 0.52 -0.37  -0.4803
S1 -1.41 -1.03 -0.02  0.0187
H1 -2.14 -0.07 -0.57  0.1544

Frontier orbital gap   10.181 eV
Lowest unoccupied orbital energy   0.206 eV

Quick one: most stable of them? i

## i
A cluster of 2 separate species, C3H4ClN in total, computed with the ωB97M-V functional and the def2-TZVPD basis.

Each line ends with the Mulliken charge.
Geometry (Å):
C1 -0.51 2.29 -1.56  -0.3605
C2 -0.13 2.37 -0.42  -0.3259
C3 -0.64 -1.22 0.80  -0.0877
N1 0.19 -1.99 1.18  -0.1984
Cl1 1.84 -2.64 0.11  -0.3595
H1 -0.55 2.29 -2.65  0.3344
H2 0.36 2.09 0.45  0.3604
H3 -0.92 -0.75 -0.07  0.3104
H4 0.36 -2.43 2.14  0.3267

Frontier orbital gap   8.571 eV
Lowest unoccupied orbital energy   -0.407 eV

## ii
The molecule C3H4ClN, computed with the ωB97M-V functional and the def2-TZVPD basis.

Each line ends with the Mulliken charge.
Geometry (Å):
C1 0.59 1.81 -1.41  -0.0116
C2 0.43 0.73 -0.91  -0.4475
C3 -0.23 -0.67 -0.11  -0.2820
N1 0.05 -0.49 1.33  -0.3527
Cl1 -1.35 -0.91 2.33  -0.1208
H1 0.77 2.72 -2.02  0.3610
H2 0.22 -1.49 -0.75  0.2453
H3 -1.28 -0.69 -0.33  0.2949
H4 0.79 -1.00 1.86  0.3134

Frontier orbital gap   10.250 eV
SMILES   C#CCNCl
Lowest unoccupied orbital energy   0.623 eV

Quick one: most stable of them? ii